(1)
# C3H3NO

A molecular structure, C3H3NO in a non-equilibrium geometry (ωB97M-V/def2-TZVPD, OMol25).

Geometry (Å):
1 O -1.396 0.990 -0.854
2 C -0.719 0.661 0.069
3 C 0.063 -0.898 0.176
4 C 1.089 -0.048 -0.363
5 N 1.457 1.026 -0.626
6 H -0.438 1.258 0.950
7 H -0.391 -1.628 -0.503
8 H 0.335 -1.360 1.149

Properties
calculated total energy = -246.02524 hartree
relative energy (zero: lowest compared OMol25 entry of this formula, charge and spin) = 41.6 kcal per mole
HOMO energy = -10.18 eV

=====

(2)
# C3H3NO2

2 unconnected molecules or ions with the total composition C3H3NO2 in a non-equilibrium geometry (ωB97M-V/def2-TZVPD, OMol25).

Geometry (Å):
1 O -1.621 -0.531 0.245
2 C -0.599 -0.203 -0.290
3 C 0.732 -0.972 -0.131
4 O 0.743 -2.054 0.382
5 C -0.513 0.982 -1.167
6 N -0.443 1.843 -1.937
7 H -0.274 0.514 1.805
8 H 0.335 0.886 1.611
9 H 1.640 -0.465 -0.517

Properties
calculated total energy = -321.24877 hartree
relative energy (zero: lowest compared OMol25 entry of this formula, charge and spin) = 80.9 kcal per mole
HOMO energy = -11.10 eV
SMILES = N#CC(=O)C=O.[H][H]

=====

(3)
# C3H3NO2

C3H3NO2 in the gas phase in a non-equilibrium geometry (ωB97M-V/def2-TZVPD, OMol25).

Geometry (Å):
1 O 2.218 -0.928 0.706
2 C 1.105 -0.510 0.534
3 N 0.664 0.721 0.107
4 C -0.741 0.703 0.007
5 C -1.110 -0.486 0.479
6 O -0.033 -1.267 0.777
7 H 1.309 1.497 0.050
8 H -1.311 1.140 -0.797
9 H -2.106 -0.889 0.440

Properties
calculated total energy = -321.34158 hartree
relative energy (zero: lowest compared OMol25 entry of this formula, charge and spin) = 22.6 kcal per mole
HOMO energy = -9.01 eV
SMILES = O=c1[nH]cco1

=====

(4)
# C3H3NO2

A molecular structure, C3H3NO2 in a non-equilibrium geometry (ωB97M-V/def2-TZVPD, OMol25).

Geometry (Å):
1 C -0.072 0.491 0.323
2 C 0.402 -0.750 0.103
3 C -1.354 0.222 -0.237
4 H 1.719 0.863 -0.350
5 H -0.249 0.596 1.534
6 H -0.040 -1.794 0.391
7 N -2.324 -0.287 -0.599
8 O 0.513 1.401 -0.517
9 O 1.406 -0.742 -0.647

Properties
calculated total energy = -321.18949 hartree
relative energy (zero: lowest compared OMol25 entry of this formula, charge and spin) = 118.1 kcal per mole
HOMO energy = -11.27 eV

=====

(5)
# C3H3NO2

2 unconnected molecules or ions with the total composition C3H3NO2 in a non-equilibrium geometry (ωB97M-V/def2-TZVPD, OMol25).

Geometry (Å):
1 C 0.572 -0.564 0.741
2 C 2.092 2.767 0.308
3 C -1.472 -0.760 -0.684
4 N -0.372 -0.242 0.103
5 O 2.718 2.013 0.836
6 O 1.537 -0.822 1.346
7 H -1.428 -0.158 -1.752
8 H -2.331 -0.398 -0.206
9 H -1.317 -1.835 -0.692

Properties
calculated total energy = -321.32422 hartree
relative energy (zero: lowest compared OMol25 entry of this formula, charge and spin) = 33.5 kcal per mole
HOMO energy = -10.31 eV

=====

(6)
# C3H3NO2

C3H3NO2 in the gas phase in a non-equilibrium geometry (ωB97M-V/def2-TZVPD, OMol25).

Geometry (Å):
1 O -0.657 1.431 0.419
2 C -0.194 0.258 -0.034
3 C -1.018 -0.921 0.168
4 O -0.577 -2.047 0.024
5 C 1.212 0.018 -0.338
6 N 1.879 -0.826 -0.940
7 H -0.276 2.151 -0.108
8 H 1.715 0.648 0.428
9 H -2.083 -0.711 0.382

Properties
calculated total energy = -321.20807 hartree
relative energy (zero: lowest compared OMol25 entry of this formula, charge and spin) = 106.4 kcal per mole
HOMO energy (alpha / beta) = -9.64 / -8.87 eV

=====

(7)
# C3H3NO2

C3H3NO2 in the gas phase in a non-equilibrium geometry (ωB97M-V/def2-TZVPD, OMol25).

Geometry (Å):
1 C 0.533 -0.701 0.362
2 O 0.723 -0.204 -0.909
3 C -0.188 0.812 -1.184
4 O -0.174 1.350 -2.247
5 C -1.119 1.064 0.036
6 N -0.631 0.158 0.846
7 H -0.867 -0.130 1.781
8 H 0.283 -1.780 0.333
9 H 1.440 -0.568 0.983

Properties
calculated total energy = -321.27755 hartree
relative energy (zero: lowest compared OMol25 entry of this formula, charge and spin) = 62.8 kcal per mole
HOMO energy = -9.64 eV

=====

(8)
# C3H3NO2

C3H3NO2 in the gas phase (ωB97M-V/def2-TZVPD, OMol25).

Geometry (Å):
1 O -0.985 -0.608 1.828
2 C -0.538 -0.243 0.608
3 N -1.597 0.251 -0.256
4 O -1.287 0.524 -1.386
5 C 1.624 0.133 -0.688
6 C 0.681 -0.248 0.125
7 H -1.946 -0.469 1.821
8 H 1.985 -0.456 -1.527
9 H 2.063 1.116 -0.526

Properties
calculated total energy = -321.19001 hartree
relative energy (zero: lowest compared OMol25 entry of this formula, charge and spin) = 117.7 kcal per mole
HOMO energy (alpha / beta) = -9.45 / -9.45 eV
SMILES = C=C=C(O)N=O

=====

(9)
# C3H3NO2

A molecular structure, C3H3NO2 in a non-equilibrium geometry (ωB97M-V/def2-TZVPD, OMol25).

Geometry (Å):
1 C 0.516 -0.091 0.845
2 C 0.450 -0.653 -0.535
3 C 0.485 0.841 -0.304
4 N 2.025 -0.265 0.623
5 O 1.818 -1.105 -0.457
6 O 1.816 1.329 -0.191
7 H 0.006 -0.232 1.857
8 H -0.151 -1.295 -1.083
9 H -0.116 1.630 -0.633

Properties
calculated total energy = -321.08691 hartree
relative energy (zero: lowest compared OMol25 entry of this formula, charge and spin) = 182.4 kcal per mole
HOMO energy (alpha / beta) = -9.71 / -9.71 eV

=====

(10)
# C3H3NO2

C3H3NO2 in the gas phase in a non-equilibrium geometry (ωB97M-V/def2-TZVPD, OMol25).

Geometry (Å):
1 C 0.709 0.183 0.157
2 C -0.290 1.150 -0.016
3 C -1.210 -0.795 0.077
4 H 2.124 -0.983 -0.108
5 H -0.051 2.280 0.165
6 H -2.083 -1.440 -0.130
7 N 0.100 -1.062 -0.005
8 O 2.120 0.107 -0.062
9 O -1.419 0.562 -0.078

Properties
calculated total energy = -321.27676 hartree
relative energy (zero: lowest compared OMol25 entry of this formula, charge and spin) = 63.3 kcal per mole
HOMO energy = -8.85 eV
SMILES = Oc1cocn1

=====

(11)
# C3H3NO2

C3H3NO2 in the gas phase in a non-equilibrium geometry (ωB97M-V/def2-TZVPD, OMol25).

Geometry (Å):
1 C 1.820 -0.325 -0.087
2 C -0.485 0.669 -0.010
3 C 0.462 -0.439 -0.258
4 N 2.925 -0.090 0.020
5 O -1.887 0.300 -0.098
6 O -2.056 -0.949 0.027
7 H -0.501 0.766 1.121
8 H -0.268 1.563 -0.625
9 H -0.009 -1.493 -0.090

Properties
calculated total energy = -321.11872 hartree
relative energy (zero: lowest compared OMol25 entry of this formula, charge and spin) = 162.5 kcal per mole
HOMO energy (alpha / beta) = -10.91 / -9.58 eV

=====

(12)
# C3H3NO2

C3H3NO2 in the gas phase in a non-equilibrium geometry (ωB97M-V/def2-TZVPD, OMol25).

Geometry (Å):
1 C 0.074 -1.083 1.086
2 C 0.752 0.646 -0.448
3 C -0.297 -0.388 -0.133
4 N 0.356 -1.541 2.093
5 O 0.607 1.742 -0.852
6 O -1.466 0.315 0.033
7 H 1.793 0.387 -0.150
8 H -0.501 -1.078 -0.975
9 H -1.318 1.000 -0.651

Properties
calculated total energy = -321.29587 hartree
relative energy (zero: lowest compared OMol25 entry of this formula, charge and spin) = 51.3 kcal per mole
HOMO energy = -11.04 eV
SMILES = N#C[C@@H](O)C=O

=====

(13)
# C3H3NO2

A molecular structure, C3H3NO2 in a non-equilibrium geometry (ωB97M-V/def2-TZVPD, OMol25).

Geometry (Å):
1 O -0.912 -0.195 -1.246
2 C -0.544 -0.115 -0.067
3 C 0.859 0.428 0.023
4 O 1.073 0.892 -1.225
5 C -1.218 -0.754 1.017
6 N -1.750 -1.187 1.946
7 H 0.123 0.316 -1.697
8 H 1.349 -0.514 0.361
9 H 1.020 1.128 0.888

Properties
calculated total energy = -321.26534 hartree
relative energy (zero: lowest compared OMol25 entry of this formula, charge and spin) = 70.5 kcal per mole
HOMO energy = -10.33 eV

=====

(14)
# C3H3NO2

C3H3NO2 in the gas phase (ωB97M-V/def2-TZVPD, OMol25).

Geometry (Å):
1 O 2.254 -0.726 0.640
2 C 1.128 -0.443 0.330
3 N 0.623 0.752 -0.152
4 C -0.767 0.639 -0.284
5 C -1.079 -0.603 0.086
6 O 0.056 -1.296 0.438
7 H 1.201 1.316 -0.754
8 H -1.401 1.488 -0.489
9 H -2.015 -1.128 0.186

Properties
calculated total energy = -321.35372 hartree
relative energy (zero: lowest compared OMol25 entry of this formula, charge and spin) = 15.0 kcal per mole
HOMO energy = -8.99 eV
SMILES = O=c1[nH]cco1

=====

(15)
# C3H3NO2

C3H3NO2 in the gas phase in a non-equilibrium geometry (ωB97M-V/def2-TZVPD, OMol25).

Geometry (Å):
1 O 2.128 -0.547 1.056
2 C 1.189 -0.351 0.361
3 N 0.690 0.825 -0.202
4 C -0.747 0.638 -0.174
5 C -1.044 -0.656 -0.038
6 O 0.069 -1.441 0.069
7 H 1.123 1.075 -1.098
8 H -1.351 1.514 -0.016
9 H -2.056 -1.057 0.043

Properties
calculated total energy = -321.30911 hartree
relative energy (zero: lowest compared OMol25 entry of this formula, charge and spin) = 43.0 kcal per mole
HOMO energy = -9.15 eV
SMILES = O=c1[nH]cco1

=====

(16)
# C3H3NO2

C3H3NO2 in the gas phase in a non-equilibrium geometry (ωB97M-V/def2-TZVPD, OMol25).

Geometry (Å):
1 C 0.845 -0.104 -0.092
2 C -1.107 0.663 0.145
3 C -1.175 -0.757 0.006
4 H 2.484 0.834 0.381
5 H -1.838 1.474 -0.129
6 H -1.788 -1.752 -0.193
7 N 0.155 1.000 -0.130
8 O 2.228 -0.181 -0.002
9 O 0.197 -1.177 0.013

Properties
calculated total energy = -321.27795 hartree
relative energy (zero: lowest compared OMol25 entry of this formula, charge and spin) = 62.6 kcal per mole
HOMO energy = -8.84 eV
SMILES = Oc1ncco1

=====

(17)
# C3H3NO2

C3H3NO2 in the gas phase in a non-equilibrium geometry (ωB97M-V/def2-TZVPD, OMol25).

Geometry (Å):
1 C -0.152 -0.668 -0.835
2 C -0.013 0.648 -0.984
3 C -0.165 0.298 1.128
4 N -0.231 -0.985 0.549
5 O -0.019 1.277 0.250
6 O 1.111 -0.907 1.146
7 H -0.182 -1.453 -1.560
8 H 0.051 1.284 -1.842
9 H -0.400 0.507 2.149

Properties
calculated total energy = -321.19452 hartree
relative energy (zero: lowest compared OMol25 entry of this formula, charge and spin) = 114.9 kcal per mole
HOMO energy = -9.17 eV
SMILES = C1=CN2O[C@H]2O1

=====

(18)
# C3H3NO2

C3H3NO2 in the gas phase in a non-equilibrium geometry (ωB97M-V/def2-TZVPD, OMol25).

Geometry (Å):
1 O 2.229 -0.807 0.530
2 C 1.089 -0.475 0.355
3 N 0.579 0.755 0.059
4 C -0.757 0.651 -0.301
5 C -1.110 -0.620 -0.060
6 O -0.007 -1.321 0.377
7 H 1.059 1.624 0.211
8 H -1.058 1.388 -1.020
9 H -2.022 -1.195 -0.153

Properties
calculated total energy = -321.34397 hartree
relative energy (zero: lowest compared OMol25 entry of this formula, charge and spin) = 21.1 kcal per mole
HOMO energy = -8.90 eV
SMILES = O=c1[nH]cco1

=====

(19)
# C3H3NO2

C3H3NO2 in the gas phase in a non-equilibrium geometry (ωB97M-V/def2-TZVPD, OMol25).

Geometry (Å):
1 C -2.122 0.043 0.213
2 C 0.221 -0.466 0.792
3 C -0.860 0.453 0.388
4 N -3.112 -0.520 0.127
5 O 1.381 0.138 0.732
6 O -0.374 1.696 0.158
7 H 0.003 -1.119 1.679
8 H 0.098 -1.208 -0.095
9 H 0.556 1.607 0.681

Properties
calculated total energy = -321.21583 hartree
relative energy (zero: lowest compared OMol25 entry of this formula, charge and spin) = 101.5 kcal per mole
HOMO energy (alpha / beta) = -9.45 / -9.46 eV

=====

(20)
# C3H3NO2

3 unconnected molecules or ions with the total composition C3H3NO2 in a non-equilibrium geometry (ωB97M-V/def2-TZVPD, OMol25).

Geometry (Å):
1 C -1.806 0.046 0.180
2 O -0.899 0.507 -0.467
3 C 1.539 1.076 -1.266
4 O 1.180 1.957 -1.883
5 C 1.458 -1.082 0.811
6 N 2.424 -1.380 1.367
7 H 0.577 -0.763 0.290
8 H -1.662 -0.289 1.224
9 H -2.811 -0.071 -0.255

Properties
calculated total energy = -321.28110 hartree
relative energy (zero: lowest compared OMol25 entry of this formula, charge and spin) = 60.6 kcal per mole
HOMO energy = -11.27 eV